The following is a DFT calculation (ωB97M-V/def2-TZVPD) of a cluster of 2 separate species, C39H40N2O6S in total in a non-equilibrium geometry.

The geometry in ORCA input format:
```
! wB97M-V def2-TZVPD RIJCOSX def2/J DEFGRID3
* xyz 0 1
C -5.841 2.202 1.482
N -4.615 1.666 0.939
C -4.579 0.491 0.230
O -5.547 -0.217 -0.028
C -3.129 0.249 -0.178
C -2.927 0.285 -1.693
C -3.406 1.596 -2.264
C -4.768 1.790 -2.524
C -5.229 3.027 -2.974
C -4.326 4.077 -3.175
C -2.958 3.866 -2.973
C -2.497 2.612 -2.564
N -2.426 1.330 0.510
C -1.113 1.569 0.372
C -0.508 2.696 0.915
C 0.870 2.842 0.942
C 1.603 3.883 1.596
C 3.019 3.790 1.689
C 3.760 4.742 2.373
C 3.122 5.860 2.933
C 1.730 5.992 2.826
C 0.973 5.014 2.183
C -3.322 2.256 1.234
C -3.057 2.366 2.703
C -2.896 1.285 3.487
C -2.484 1.357 4.878
C -2.504 0.198 5.689
C -2.108 0.248 7.024
C -1.674 1.462 7.584
C -1.639 2.619 6.791
C -2.039 2.571 5.453
H -6.670 1.540 1.213
H -5.768 2.276 2.574
H -6.025 3.205 1.072
H -2.816 -0.720 0.248
H -1.865 0.123 -1.915
H -3.518 -0.540 -2.113
H -5.463 0.964 -2.355
H -6.296 3.167 -3.155
H -4.690 5.057 -3.488
H -2.243 4.673 -3.132
H -1.427 2.419 -2.448
H -0.531 0.818 -0.169
H -1.151 3.475 1.334
H 1.453 2.069 0.449
H 3.502 2.937 1.209
H 4.841 4.623 2.463
H 3.706 6.621 3.449
H 1.231 6.864 3.251
H -0.114 5.104 2.124
H -3.271 3.271 0.799
H -3.080 3.380 3.109
H -3.106 0.285 3.086
H -2.845 -0.738 5.241
H -2.138 -0.654 7.636
H -1.370 1.508 8.631
H -1.299 3.566 7.214
H -2.004 3.470 4.836
C 2.735 6.148 -2.732
C 3.933 5.318 -3.094
O 3.433 3.968 -3.299
C 4.433 3.089 -3.550
C 3.980 1.684 -3.516
O 4.761 0.716 -3.937
C 5.705 0.899 -5.060
S 2.698 1.317 -2.249
C 3.016 -0.437 -2.039
C 2.264 -1.390 -2.726
C 2.626 -2.738 -2.637
C 3.728 -3.124 -1.868
C 4.472 -2.157 -1.185
C 4.130 -0.809 -1.289
O 3.173 1.927 -1.017
O 1.335 1.523 -2.696
O 5.600 3.445 -3.728
H 3.050 7.178 -2.562
H 1.997 6.144 -3.541
H 2.265 5.785 -1.812
H 4.413 5.667 -4.017
H 4.673 5.301 -2.284
H 6.358 0.030 -4.983
H 5.139 0.887 -5.997
H 6.244 1.837 -4.924
H 1.424 -1.069 -3.342
H 2.047 -3.484 -3.179
H 4.010 -4.178 -1.805
H 5.329 -2.442 -0.574
H 4.729 -0.048 -0.792
*
```

The value obtained for the gap between HOMO and LUMO is 2.4 eV. Its LUMO energy is -2.11 eV. Its strongest force on any atom is 5.5 eV Å⁻¹.

---

The following is a DFT calculation (ωB97M-V/def2-TZVPD) of a structure of composition C39H40N7OSSbTi in a non-equilibrium geometry.

The geometry in ORCA input format:
```
! wB97M-V def2-TZVPD RIJCOSX def2/J DEFGRID3
* xyz 1 2
Ti 12.500 12.074 10.040
C 12.807 14.279 13.272
C 13.575 12.935 13.041
C 14.388 12.492 14.123
C 15.121 11.344 14.044
C 15.187 10.654 12.803
C 14.668 11.261 11.649
N 13.740 12.326 11.821
Sb 16.188 11.324 9.994
C 13.468 11.909 8.370
C 14.009 10.748 7.736
C 14.478 10.855 6.433
C 14.452 12.130 5.858
C 13.851 13.194 6.465
C 13.829 14.539 5.786
N 13.337 13.092 7.713
C 17.439 13.061 10.459
C 18.646 12.649 11.087
C 19.600 13.627 11.260
C 19.274 14.952 10.910
C 18.018 15.231 10.395
C 17.722 16.623 9.968
N 17.100 14.291 10.146
H 12.227 14.142 14.224
H 13.545 15.087 13.400
H 12.026 14.502 12.467
H 14.329 13.168 14.979
H 15.591 10.931 14.918
H 15.708 9.745 12.670
H 13.881 9.724 8.155
H 14.911 10.026 5.895
H 14.823 12.297 4.830
H 13.108 15.229 6.278
H 14.795 15.047 5.841
H 13.546 14.475 4.709
H 18.775 11.629 11.389
H 20.551 13.362 11.692
H 20.013 15.752 11.005
H 18.695 17.091 9.632
H 17.033 16.602 9.148
H 17.425 17.310 10.746
N 12.437 14.051 10.296
C 12.948 15.151 10.238
N 13.442 16.324 10.134
C 14.077 16.754 9.056
N 14.514 17.204 8.046
S 8.013 12.933 9.488
C 9.694 13.155 9.676
N 10.459 12.227 9.102
C 9.723 11.288 8.280
C 10.193 10.257 7.437
C 9.221 9.586 6.698
C 7.838 9.904 6.740
C 7.397 10.836 7.679
C 8.352 11.472 8.500
H 10.076 14.045 10.118
H 11.299 10.012 7.299
H 9.521 8.884 5.982
H 7.146 9.340 6.151
H 6.379 11.203 7.642
C 14.360 7.525 10.406
C 12.816 7.461 10.666
C 12.177 7.665 9.281
C 12.447 8.375 11.802
C 12.812 7.950 13.134
C 12.066 8.326 14.263
C 10.952 9.194 14.079
C 10.702 9.759 12.841
C 9.363 10.384 12.585
C 8.287 9.300 12.272
C 8.861 11.286 13.732
C 11.653 9.549 11.759
O 11.755 10.376 10.736
H 14.660 6.955 9.445
H 14.997 7.050 11.198
H 14.697 8.555 10.390
H 12.582 6.405 11.032
H 12.477 8.614 8.829
H 11.058 7.628 9.298
H 12.520 6.911 8.550
H 13.714 7.349 13.279
H 12.460 8.067 15.254
H 10.326 9.435 14.914
H 9.527 10.921 11.653
H 7.763 9.091 13.166
H 8.795 8.412 11.868
H 7.532 9.754 11.628
H 8.719 10.739 14.703
H 9.584 12.063 13.934
H 7.882 11.759 13.500
*
```

The value obtained for the gap between HOMO and LUMO (alpha / beta) is 6.0 / 5.9 eV. As for the expectation value of S²: 0.756. Its LUMO energy (alpha / beta) is -4.19 / -4.32 eV. Its strongest force on any atom is 4.0 eV Å⁻¹.